#one
Computed, not measured: an isolated molecule of C8H8N2O3S, with ωB97M-V/def2-TZVPD.

The geometry in XYZ format:
```
22
Properties=species:S:1:pos:R:3:lowdin_charge:R:1
S -4.37 0.64 -0.34 0.746
O 3.70 0.53 -0.25 0.119
O 2.38 -0.89 -1.18 0.074
O 1.62 1.81 0.77 -0.078
N 2.62 0.06 -0.44 -0.333
N 1.93 -3.19 0.37 0.191
C 2.09 2.78 -0.21 -0.057
C -2.52 -1.22 0.37 -0.177
C -1.26 -2.01 0.17 -0.002
C 1.05 -2.47 0.29 -0.221
C -2.81 -0.09 -0.32 -0.567
C 0.31 -0.06 0.35 0.054
C 1.48 0.56 0.23 -0.260
C 0.02 -1.48 0.31 -0.206
H 1.33 2.63 -1.09 0.126
H -2.19 0.34 -1.06 0.055
H 3.19 2.69 -0.62 0.125
H -3.47 -1.82 0.75 0.141
H -0.53 0.51 0.83 0.152
H 1.84 3.71 0.29 0.083
H -1.36 -3.05 0.05 0.103
H -5.07 0.04 0.75 -0.067
```

As for the multiplicity: 1. The frontier orbital gap is 0.27736 Eh. For the LUMO energy, the calculation gives -1.2 eV.

---

#two
Computed, not measured: an isolated molecule of C8H8N2O3S, with ωB97M-V/def2-TZVPD.

The geometry in XYZ format:
```
22
Properties=species:S:1:pos:R:3:lowdin_charge:R:1
S 2.06 0.86 -0.12 0.470
O 1.37 1.60 0.83 -0.221
O 3.28 0.29 0.31 -0.260
O 1.85 1.09 -1.50 -0.249
N 1.04 -0.87 0.07 -0.151
N -0.06 -0.51 2.05 0.165
C -0.90 0.14 1.10 -0.241
C -2.00 0.93 1.28 0.019
C -2.20 1.14 -1.07 -0.077
C -0.48 -0.08 -0.19 -0.066
C -1.04 0.39 -1.30 -0.027
C 0.89 -1.06 1.49 -0.180
C 1.60 -1.98 -0.73 -0.021
C -2.64 1.41 0.15 -0.108
H -3.47 1.93 0.22 0.065
H 0.83 -2.70 -1.08 0.111
H 1.66 -1.74 1.96 0.164
H -0.76 0.35 -2.33 0.123
H 2.28 -2.45 -0.01 0.094
H -2.49 1.21 2.25 0.145
H 2.13 -1.58 -1.56 0.082
H -2.96 1.63 -1.82 0.162
```

As for the multiplicity: 1. As for the SMILES: C[N@+]1(S(=O)(=O)[O-])C=Nc2ccccc21. The frontier orbital gap is 0.36012 Eh. For the LUMO energy, the calculation gives 0.2 eV.

---

Stability ranking, top and bottom: #two is the most stable and #one is the least stable.

---

#one
Computed, not measured: an isolated molecule of C6H7N3O2, with ωB97M-V/def2-TZVPD.

The geometry in XYZ format:
```
18
Properties=species:S:1:pos:R:3:lowdin_charge:R:1
O -1.96 -1.92 2.27 0.089
O -3.11 -0.16 1.79 0.052
N 0.77 0.70 -1.12 -0.235
N -0.53 1.02 -1.14 0.048
N -2.09 -0.86 1.72 -0.437
C 1.43 1.49 -2.12 -0.076
C -1.24 -0.06 0.96 0.084
C 0.77 -1.18 0.38 -0.190
C -1.39 0.45 -0.32 -0.140
C 0.91 -0.99 1.72 0.078
C 1.40 -0.33 -0.61 0.020
H 0.85 1.78 -3.01 0.091
H 0.65 -1.81 2.36 0.082
H -2.50 0.60 -0.75 0.180
H 1.26 -0.16 2.19 0.055
H 0.64 -2.17 -0.04 0.122
H 2.36 1.16 -2.59 0.082
H 1.78 2.46 -1.70 0.095
```

As for the multiplicity: 1. The frontier orbital gap (spin up / spin down) is 0.26301 / 0.26304 Eh. For the LUMO energy (spin up / spin down), the calculation gives -1.4 / -1.4 eV.

---

#two
Computed, not measured: a cluster of 2 separate species, C6H7N3O2 in total, with ωB97M-V/def2-TZVPD.

The geometry in XYZ format:
```
18
Properties=species:S:1:pos:R:3:lowdin_charge:R:1
O 3.51 1.77 1.72 0.109
O 1.75 -2.43 -1.43 -0.070
N 2.94 -0.41 1.75 0.241
N 1.75 -1.05 -1.45 -0.058
N 3.21 0.66 1.67 -0.317
C -1.06 -0.40 0.88 -0.092
C -0.12 -1.13 0.10 -0.029
C -1.22 0.95 0.75 -0.141
C 0.40 0.96 -0.92 -0.069
C -0.56 1.62 -0.21 -0.126
C 0.66 -0.39 -0.84 -0.250
H 2.07 -0.85 -2.36 0.117
H -0.72 2.68 -0.45 0.115
H -1.92 1.56 1.47 0.144
H -0.12 -2.19 0.21 0.087
H -1.37 -1.14 1.57 0.090
H 1.84 -2.69 -0.46 0.125
H 1.05 1.55 -1.61 0.123
```

As for the multiplicity: 1. As for the SMILES: N#[N+][O-].ONc1ccccc1. The frontier orbital gap is 0.33426 Eh. For the LUMO energy, the calculation gives 1.0 eV.

---

Stability ranking, top and bottom: #two is the most stable and #one is the least stable.

---

#one
Computed, not measured: a cluster of 2 separate species, C12H17N in total, with ωB97M-V/def2-TZVPD.

The geometry in XYZ format:
```
30
Properties=species:S:1:pos:R:3:lowdin_charge:R:1
N 0.89 2.12 0.37 0.070
C 2.28 1.85 0.30 -0.051
C -0.35 -1.34 2.29 -0.106
C -2.79 -2.27 -3.02 -0.131
C -1.34 -0.53 1.75 -0.098
C 2.53 0.65 0.90 -0.229
C 0.28 0.99 0.90 -0.235
C 1.28 0.11 1.35 -0.148
C -3.02 0.22 -3.22 -0.131
C 3.95 0.33 1.28 -0.053
C -2.32 -1.03 -3.74 -0.343
C 0.99 -1.07 2.03 -0.017
C -1.04 0.69 1.10 -0.021
H -0.69 -2.10 2.99 0.097
H 1.85 -1.70 2.20 0.106
H -2.50 -3.25 -3.41 0.068
H -3.89 -2.28 -3.05 0.071
H 2.91 2.60 -0.12 0.119
H -2.36 -1.03 -4.84 0.099
H -2.76 1.11 -3.78 0.066
H -1.25 -0.89 -3.57 0.097
H -1.91 1.29 0.87 0.103
H 4.12 -0.66 1.68 0.067
H 4.27 1.10 1.99 0.081
H -2.35 -0.89 1.89 0.095
H -2.47 -2.21 -1.98 0.073
H 4.69 0.52 0.50 0.077
H 0.34 2.63 -0.31 0.143
H -4.10 0.09 -3.18 0.069
H -2.71 0.38 -2.18 0.062
```

As for the multiplicity: 1. As for the SMILES: Cc1c[nH]c2ccccc12.CCC. The frontier orbital gap is 0.31812 Eh. For the LUMO energy, the calculation gives 0.9 eV.

---

#two
Computed, not measured: a cluster of 2 separate species, C12H17N in total, with ωB97M-V/def2-TZVPD.

The geometry in XYZ format:
```
30
Properties=species:S:1:pos:R:3:lowdin_charge:R:1
N -0.37 2.47 0.85 0.073
C -0.43 1.22 1.42 -0.246
C -2.57 0.81 -1.61 -0.046
C -0.22 -0.54 2.99 -0.100
C -1.14 2.47 -0.30 -0.056
C -1.71 1.26 -0.48 -0.241
C 2.00 -2.28 -1.85 -0.104
C 0.07 0.76 2.64 -0.030
C -1.29 0.43 0.62 -0.168
C 2.65 -0.93 -1.42 -0.294
C -1.64 -0.84 1.06 -0.034
C -1.02 -1.36 2.18 -0.098
C 1.66 -0.03 -0.72 -0.136
H 2.27 -2.54 -2.86 0.060
H -2.52 -0.27 -1.74 0.071
H -0.11 3.26 1.41 0.150
H 0.29 -1.02 3.81 0.099
H -1.26 -2.38 2.45 0.095
H 3.43 -1.17 -0.69 0.091
H 0.98 0.48 -1.40 0.072
H 3.14 -0.42 -2.25 0.094
H -3.64 1.03 -1.47 0.078
H -1.02 3.32 -0.96 0.122
H -2.37 -1.43 0.52 0.110
H 0.92 -2.22 -1.72 0.060
H 1.11 -0.49 0.10 0.060
H 2.06 0.84 -0.16 0.077
H -2.28 1.24 -2.57 0.078
H 2.31 -3.03 -1.13 0.059
H 0.72 1.36 3.26 0.108
```

As for the multiplicity: 1. As for the SMILES: Cc1c[nH]c2ccccc12.CCC. The frontier orbital gap is 0.32692 Eh. For the LUMO energy, the calculation gives 0.9 eV.

---

#three
Computed, not measured: a cluster of 2 separate species, C12H17N in total, with ωB97M-V/def2-TZVPD.

The geometry in XYZ format:
```
30
Properties=species:S:1:pos:R:3:lowdin_charge:R:1
N 2.59 0.63 -1.11 0.076
C -0.71 1.98 -0.74 -0.059
C -0.63 -2.56 1.02 -0.372
C 0.66 0.86 -2.86 -0.014
C 1.37 1.00 -1.58 -0.176
C 0.79 2.06 1.94 -0.050
C -1.31 -1.23 1.04 -0.138
C -1.48 -3.74 1.43 -0.139
C -0.65 1.21 -3.02 -0.110
C 1.43 1.47 0.67 -0.189
C 0.58 1.51 -0.54 -0.163
C -1.26 1.89 -1.96 -0.128
C 2.61 1.00 0.22 -0.076
H -0.43 -0.55 0.96 0.060
H 0.10 2.99 2.02 0.107
H -1.27 0.85 -3.92 0.134
H -1.43 -3.89 2.45 0.035
H 1.14 0.34 -3.58 0.061
H 0.23 -2.43 1.73 0.101
H -1.02 -4.64 1.05 0.062
H -0.17 -2.82 -0.13 0.164
H 3.45 0.75 -1.59 0.138
H -1.81 -1.25 0.02 0.098
H -1.92 -1.01 1.85 0.053
H 0.06 1.37 2.17 0.011
H 3.51 0.78 0.71 0.102
H -2.16 2.47 -2.21 0.108
H -2.52 -3.52 1.04 0.099
H 1.49 2.07 2.84 0.095
H -1.25 2.42 0.09 0.111
```

As for the multiplicity: 1. As for the SMILES: Cc1c[nH]c2ccccc12.CCC. The frontier orbital gap is 0.33389 Eh. For the LUMO energy, the calculation gives 0.9 eV.

---

#four
Computed, not measured: a cluster of 2 separate species, C12H17N in total, with ωB97M-V/def2-TZVPD.

The geometry in XYZ format:
```
30
Properties=species:S:1:pos:R:3:lowdin_charge:R:1
N -3.49 0.01 -2.23 0.080
C 3.09 1.03 0.32 -0.116
C -0.97 -0.99 0.12 -0.038
C -2.00 -0.31 -0.55 -0.131
C -2.17 2.10 0.56 -0.056
C -2.45 -0.82 -1.78 -0.222
C 3.62 0.90 1.74 -0.324
C -0.98 -2.71 -1.57 -0.088
C -2.49 1.05 -0.44 -0.242
C -0.49 -2.19 -0.36 -0.101
C -3.30 1.21 -1.51 -0.068
C 3.58 -0.51 2.34 -0.120
C -1.93 -1.99 -2.31 -0.030
H -2.58 1.69 1.52 0.091
H -2.06 -2.38 -3.31 0.103
H 0.30 -2.74 0.13 0.092
H 2.09 0.57 0.32 0.059
H 3.76 0.66 -0.44 0.069
H 2.97 1.53 2.39 0.095
H -0.46 -0.55 0.96 0.102
H 2.86 -1.22 1.92 0.059
H 4.54 -1.01 2.27 0.061
H 2.80 2.08 0.20 0.065
H 3.21 -0.45 3.36 0.061
H -2.52 3.11 0.33 0.081
H -1.13 2.15 0.95 0.073
H -3.93 2.05 -1.77 0.120
H 4.55 1.41 1.97 0.094
H -3.82 -0.04 -3.18 0.138
H -0.61 -3.65 -1.95 0.093
```

As for the multiplicity: 1. As for the SMILES: Cc1c[nH]c2ccccc12.CCC. The frontier orbital gap is 0.32272 Eh. For the LUMO energy, the calculation gives 0.9 eV.

---

Stability ranking, top and bottom: #two is the most stable and #three is the least stable.